# C14H17INO9S

A 4-piece molecular cluster, C14H17INO9S overall at a distorted geometry (ωB97M-V/def2-TZVPD, OMol25).

- F_max: 0.098 hartree/bohr
- Total energy: -1971.007868 Ha
- Charge: +1
- E_LUMO: -0.16871 Ha
- HOMO-LUMO gap: 7.704 eV

CARTESIAN COORDINATES (ANGSTROEM)
I: -2.87031 0.53813 -2.82967
S: -3.50738 2.99652 -0.27212
O: 1.12047 -0.26272 -5.11918
O: 1.40685 2.16268 2.49365
O: -0.55046 -2.63926 3.24740
O: -0.70069 2.07752 3.28443
O: 0.31921 -3.19608 5.24938
O: 1.16561 -1.39959 4.11349
O: 0.15829 4.07770 2.58213
O: 1.54305 -2.44660 -4.76367
O: 2.51847 -0.87717 -3.41563
N: 0.11678 1.83856 -2.54250
C: 0.27794 2.87856 2.77034
C: 0.38062 -2.32942 4.19648
C: 1.22637 0.87666 3.05625
C: -1.09819 -3.89456 3.60282
C: 1.26304 2.72562 -2.11136
C: 1.79171 -1.16943 -4.35055
C: 0.49279 -2.37599 -5.70923
C: -1.30736 1.88735 -2.03490
C: -0.85043 -3.97342 5.07434
C: 1.01018 3.88467 -0.97419
C: -0.52649 3.98820 -0.34946
C: 0.58213 -0.97380 -6.21804
C: -1.72967 2.98448 -0.86232
C: -0.25977 0.74142 3.13431
H: 0.63390 -3.11602 -6.50176
H: -0.74280 4.80975 0.45672
H: 1.70094 0.85268 4.04281
H: -3.84174 1.61290 -0.11747
H: -1.66173 -3.52797 5.65955
H: 1.68168 0.10953 2.42392
H: -2.16288 -3.93682 3.35724
H: 2.33898 2.60670 -2.60491
H: -0.68835 -4.99976 5.41493
H: 0.33271 1.10423 -3.27469
H: -0.69074 0.32770 2.21649
H: 1.86315 4.61302 -0.58746
H: 1.26545 -0.88023 -7.06858
H: -0.39415 -0.57019 -6.50019
H: -0.45577 -2.57632 -5.19994
H: -0.57796 0.13018 3.98332
H: -0.57345 -4.67938 3.04783